1.
The following is a DFT calculation (wB97M-V/def2-TZVPD) of a molecular structure, C45H57BN16O2PZr.

Output
total energy	-86769.4796	eV
largest force on an atom	0.4	eV/Å
frontier orbital gap	6.20	eV

```
! wB97M-V def2-TZVPD RIJCOSX def2/J DEFGRID3
* xyz 1 1
Zr 0.6241 -0.8935 -0.1368
C 3.5447 -2.8748 1.7809
C 2.9251 -4.0780 1.0621
C 3.2284 -5.3590 1.8372
C 1.4448 -3.9441 0.8273
C 0.4120 -4.5983 1.5130
C -0.7527 -4.1308 0.9590
N -0.4526 -3.2675 -0.0323
N 0.9228 -3.1548 -0.1191
B -1.4138 -2.9957 -1.2872
N -0.5416 -2.7778 -2.5099
C -0.6288 -3.4521 -3.6597
C 0.2129 -2.8584 -4.5643
C 0.7995 -1.7858 -3.8764
N 0.3386 -1.7418 -2.6114
C 1.8760 -0.9261 -4.4897
C 2.0595 0.4412 -3.8588
C 1.6386 -0.7508 -5.9937
N -2.2286 -1.7337 -1.0468
C -3.5568 -1.5907 -0.9591
C -3.8408 -0.3031 -0.5811
C -2.5853 0.2798 -0.3481
N -1.5975 -0.5523 -0.7644
C -2.3100 1.6961 0.0643
C -3.3760 2.6880 -0.3219
C -1.1822 2.7456 1.9547
H 4.6289 -2.9915 1.8069
H 3.1808 -2.8080 2.8061
H 3.3197 -1.9290 1.2912
H 3.3921 -4.1593 0.0782
H 2.8070 -5.3140 2.8427
H 4.3062 -5.4824 1.9408
H 2.8328 -6.2444 1.3382
H 0.5077 -5.3126 2.3113
H -1.7801 -4.3852 1.1663
H -2.1447 -3.9300 -1.4469
H -1.2918 -4.2964 -3.7478
H 0.3758 -3.1480 -5.5862
H 2.8127 -1.4852 -4.3819
H 1.4306 1.1675 -4.3752
H 3.0938 0.7730 -3.9594
H 1.8072 0.4633 -2.8032
H 0.6592 -0.3044 -6.1750
H 1.6929 -1.6891 -6.5433
H 2.3979 -0.0866 -6.4087
H -4.2044 -2.4269 -1.1661
H -4.8082 0.1298 -0.4002
H -1.3188 1.9703 -0.3001
H -4.3166 2.4407 0.1695
H -3.5310 2.6470 -1.4001
H -3.1030 3.7074 -0.0517
H -1.1793 2.8058 3.0326
H -1.5215 3.6814 1.5227
H -0.2140 2.4379 1.5648
N 4.2194 1.0038 4.4594
C 3.3638 1.1364 3.6979
N 2.3470 1.3589 2.8788
C 2.1600 0.9997 1.7068
N 1.7919 0.7348 0.6099
C 2.9541 -3.4862 -2.3812
C 3.5019 -2.2120 -1.8317
N 2.9022 -1.1797 -1.2350
C 3.8985 -0.2283 -1.0396
C 5.0811 -0.6863 -1.5008
N 4.8125 -1.9410 -1.9923
H 1.9871 -3.7201 -1.9572
H 3.6447 -4.3068 -2.1805
H 2.8384 -3.4118 -3.4627
H 3.6850 0.7222 -0.5915
H 6.0643 -0.2525 -1.5162
H 5.4766 -2.5713 -2.4094
C 1.3210 5.7863 -2.5137
N 0.0521 5.4818 -1.8576
C -0.9537 5.2582 -2.8942
N -0.5984 4.2055 -3.8414
C 0.7093 4.5122 -4.4211
N 1.7594 4.7369 -3.4293
C 2.1038 3.5186 -2.7024
P 0.6532 2.7369 -1.8191
C 0.1724 4.3320 -0.9634
C -0.5942 2.8978 -3.1910
H 2.0901 5.9477 -1.7565
H 1.1929 6.7075 -3.0847
H -1.0779 6.1901 -3.4487
H -1.9065 5.0062 -2.4227
H 0.6106 5.4203 -5.0184
H 1.0082 3.6956 -5.0817
H 2.8392 3.7735 -1.9332
H 2.5802 2.8105 -3.3738
H 0.9262 4.5508 -0.2015
H -0.7805 4.2001 -0.4475
H -1.5886 2.7028 -2.7781
H -0.4168 2.1193 -3.9352
O 0.8846 -1.5824 1.9632
C -0.1685 -0.9507 2.3411
N -0.9622 -1.1816 3.3948
C -2.0631 -0.1826 3.4091
C -1.9647 0.2336 1.9021
O -2.1796 1.7173 1.5637
N -0.6323 -0.0373 1.5168
C -1.7885 0.9508 4.3881
C -2.7961 1.8840 4.6403
C -2.5654 2.9627 5.4754
C -1.3212 3.1270 6.0779
C -0.3159 2.2069 5.8322
C -0.5508 1.1222 4.9922
C -3.3608 -0.9315 3.7317
C -3.8907 -0.9661 5.0159
C -5.0499 -1.6853 5.2831
C -5.6884 -2.3837 4.2712
C -5.1487 -2.3756 2.9907
C -3.9919 -1.6598 2.7270
H -0.6532 -1.6811 4.2129
H -3.7643 1.7663 4.1682
H -3.3566 3.6775 5.6611
H -1.1429 3.9650 6.7384
H 0.6573 2.3254 6.2905
H 0.2589 0.4315 4.7963
H -3.4074 -0.4310 5.8229
H -5.4525 -1.6948 6.2875
H -6.5997 -2.9293 4.4776
H -5.6360 -2.9253 2.1948
H -3.5721 -1.6354 1.7303
*
```

Löwdin atomic charge list, values in e, 2 entries: number 1, Zr, carries 1.889; number 2, C, carries -0.049

2.
The following is a DFT calculation (wB97M-V/def2-TZVPD) of a single C2H7N3OS molecule at a distorted geometry.

Output
energy relative to the best compared isomer or geometry (same formula, charge and spin)	50.9	kcal/mol
structure (SMILES)	N/N=C(/CS)NO
total energy	-19537.6350	eV
largest force on an atom	3.4	eV/Å
frontier orbital gap	9.81	eV

```
! wB97M-V def2-TZVPD RIJCOSX def2/J DEFGRID3
* xyz 0 1
C 0.0795 -0.0908 0.2284
C 1.3949 -0.2716 0.8513
H -1.7373 -0.4225 -1.3345
H -2.3800 -1.7390 -0.5583
H 1.5811 0.3218 1.8046
H 1.5097 -1.3140 1.1661
H 2.5889 -0.5405 -1.3922
H 0.5262 1.7748 -0.3883
H -2.0621 1.1345 0.1679
N -1.9177 -0.8236 -0.3677
N -0.7212 -1.0727 0.2199
N -0.3082 1.0942 -0.4237
O -1.3320 1.7431 0.3142
S 2.7783 0.2064 -0.2875
*
```

Löwdin atomic charge list, values in e, 2 entries: number 1, C, carries -0.498; number 2, C, carries -0.470

3.
The following is a DFT calculation (wB97M-V/def2-TZVPD) of a molecular structure, C43H42N13NdO4S at a distorted geometry.

Output
total energy	-98935.6262	eV
largest force on an atom	1.8	eV/Å
frontier orbital gap (alpha / beta)	7.79 / 8.03	eV
expectation value of S²	3.75

```
! wB97M-V def2-TZVPD RIJCOSX def2/J DEFGRID3
* xyz 2 4
Nd -1.1183 0.5305 1.6027
C -1.0640 4.0657 -5.7679
O -0.6258 3.7776 -4.4545
C 0.4081 4.5151 -3.9451
C 1.0995 5.5153 -4.6082
C 2.1226 6.1942 -3.9623
C 2.4574 5.8838 -2.6569
C 1.7924 4.8684 -1.9879
C 0.7665 4.1872 -2.6250
N 0.0863 3.0841 -2.0804
C -0.0711 2.6997 -0.7904
N -0.0655 3.6978 0.1100
C -0.0863 3.7981 1.5237
C -0.4313 2.7413 2.3866
C -0.4083 3.0888 3.7585
C -0.0930 4.3553 4.2144
C 0.2338 5.3670 3.3278
C 0.2370 5.1003 1.9726
O 0.5157 6.0190 0.9950
C 1.0676 7.2706 1.3594
N -0.3643 1.4427 -0.4802
C -0.2038 0.4448 -1.4661
C 0.8749 0.3963 -2.3525
C 0.9699 -0.6000 -3.3062
C -0.0179 -1.5626 -3.4072
C -1.0834 -1.5568 -2.5194
C -1.1651 -0.5841 -1.5364
O -2.1751 -0.5418 -0.5625
C -3.4057 -1.1836 -0.9037
H -1.4165 5.0978 -5.8528
H -1.8899 3.3819 -5.9517
H -0.2735 3.8797 -6.4978
H 0.8516 5.7686 -5.6256
H 2.6624 6.9619 -4.4948
H 3.2451 6.4226 -2.1555
H 2.1046 4.5960 -0.9905
H -0.2440 2.4419 -2.7911
H 0.1228 4.6134 -0.2904
H -0.6705 2.3383 4.5034
H -0.1008 4.5646 5.2721
H 0.4636 6.3491 3.7009
H 0.4019 7.8292 2.0224
H 1.1848 7.8126 0.4218
H 2.0467 7.1494 1.8325
H 1.6523 1.1404 -2.2730
H 1.8089 -0.6122 -3.9816
H 0.0351 -2.3266 -4.1656
H -1.8385 -2.3216 -2.6057
H -4.1303 -0.8573 -0.1546
H -3.3168 -2.2757 -0.8944
H -3.7560 -0.8693 -1.8924
C 4.3297 -2.2048 2.1734
N 3.2373 -1.2709 2.0324
C 1.9430 -1.4342 2.3126
N 1.2535 -0.3657 1.9177
C 2.2244 0.4417 1.3979
N 3.4130 -0.0873 1.4550
C 4.3404 -3.1828 1.0130
C 5.4295 -3.2902 0.1573
C 5.4046 -4.1959 -0.8953
C 4.2908 -4.9784 -1.1357
C 3.1916 -4.8658 -0.2867
C 3.2313 -3.9814 0.7887
C 1.9896 -5.6362 -0.5003
N 1.7289 -6.5080 -1.4275
N 0.4734 -6.9237 -1.2464
C -0.0011 -6.2990 -0.2103
O 0.9187 -5.4502 0.3148
C -1.3216 -6.3881 0.3684
C -2.2971 -7.1985 -0.2100
C -3.5627 -7.2260 0.3431
C -3.8649 -6.4626 1.4603
C -2.8907 -5.6684 2.0530
C -3.2107 -4.8643 3.2960
N -2.5782 -3.5670 3.2642
C -2.7575 -2.5674 2.3991
N -1.8992 -1.5838 2.6613
C -1.2169 -2.0564 3.7442
N -1.6060 -3.2459 4.1107
C -1.6186 -5.6369 1.5046
H 4.2192 -2.7461 3.1180
H 5.2523 -1.6214 2.1956
H 1.5310 -2.2841 2.8229
H 2.0368 1.4250 1.0100
H 6.3003 -2.6712 0.3120
H 6.2678 -4.2825 -1.5353
H 4.2514 -5.6719 -1.9607
H 2.3757 -3.9333 1.4457
H -2.0400 -7.7865 -1.0757
H -4.3295 -7.8392 -0.0982
H -4.8592 -6.4925 1.8779
H -2.8302 -5.3661 4.1923
H -4.2926 -4.7390 3.3908
H -3.4986 -2.5628 1.6210
H -0.4498 -1.4993 4.2533
H -0.8395 -5.0375 1.9559
N -3.4242 4.0055 1.4476
C -3.4195 2.8524 0.7879
N -3.0978 2.8437 -0.5149
S -3.8544 1.4144 1.5683
H -3.2111 4.8819 0.9971
H -3.6405 4.0190 2.4324
H -3.0099 3.7027 -1.0362
H -3.2082 1.9872 -1.0368
*
```

Löwdin atomic charge list, values in e, 2 entries: number 1, Nd, carries 1.694; number 2, C, carries -0.059

4.
The following is a DFT calculation (wB97M-V/def2-TZVPD) of 2 unconnected molecules or ions with the total composition C7H13O4 at a distorted geometry.

Output
energy relative to the best compared isomer or geometry (same formula, charge and spin)	0.0	kcal/mol
total energy	-15649.9698	eV
largest force on an atom	6.1	eV/Å
frontier orbital gap	9.95	eV

```
! wB97M-V def2-TZVPD RIJCOSX def2/J DEFGRID3
* xyz 1 1
C 1.0516 0.4628 0.6727
C 2.2124 1.4104 0.3638
C 3.0728 0.5026 -0.5018
C 2.7661 -1.0023 0.0141
C -2.1597 -2.2259 -0.3580
C -4.0060 1.0711 0.8993
C -0.7619 -0.4302 -0.8153
O 1.5464 -0.7919 0.7798
O -1.1209 -1.4109 -0.0142
O -3.2818 0.5851 0.0753
O 0.0758 0.4883 -0.5428
H 2.0364 2.5416 -0.0734
H 2.8086 1.5032 1.3041
H 2.7557 0.6038 -1.5632
H 4.0999 0.7908 -0.4664
H 2.5109 -1.6207 -0.9206
H 3.5191 -1.3789 0.6302
H -2.3845 -2.6682 0.5679
H -1.9561 -2.9636 -1.0751
H -2.9248 -1.4990 -0.7229
H 0.3452 0.6077 1.5972
H -3.9828 0.7645 1.9400
H -4.7575 1.8420 0.7655
H -1.4003 -0.3633 -1.8018
*
```

Löwdin atomic charge list, values in e, 2 entries: number 1, C, carries -0.257; number 2, C, carries -0.106

5.
The following is a DFT calculation (wB97M-V/def2-TZVPD) of a molecular structure, C33H47BIrN4O2P2 at a distorted geometry.

Output
energy relative to the best compared isomer or geometry (same formula, charge and spin)	41.5	kcal/mol
total energy	-67109.0096	eV
largest force on an atom	5.0	eV/Å
frontier orbital gap (alpha / beta)	5.21 / 2.72	eV
expectation value of S²	8.78

```
! wB97M-V def2-TZVPD RIJCOSX def2/J DEFGRID3
* xyz 2 6
Ir -0.7904 -1.7650 -1.6328
C -0.7917 -1.7427 -3.6013
C -1.7243 -0.7270 -3.1228
C -3.2213 -0.9739 -3.1271
C -3.5808 -2.2500 -2.3358
C -2.5290 -2.6756 -1.3376
C -1.4803 -3.6489 -1.6270
C -1.1677 -4.2050 -2.9742
C -1.1630 -3.1335 -4.0972
C 0.4517 -2.2237 -0.1369
H 0.0685 -1.3137 -4.1316
H -1.4654 0.3293 -3.2033
H -3.6723 -1.0323 -4.1399
H -3.7058 -0.1039 -2.6581
H -4.4790 -2.0194 -1.7575
H -3.8017 -3.1069 -2.9867
H -2.8570 -2.7414 -0.2970
H -1.2394 -4.2798 -0.7646
H -1.7839 -5.0775 -3.2004
H -0.1477 -4.5988 -2.9668
H -0.3301 -3.4018 -4.7692
H -2.0966 -3.1579 -4.6734
H 1.4874 -2.1985 -0.4694
H 0.2672 -3.2574 0.1848
H 0.3870 -1.5776 0.7477
P -1.7493 -0.2306 1.5050
P 0.2924 1.0778 -1.0579
N -3.0571 -1.4182 1.9392
N -1.8061 0.6407 2.9777
N 1.6070 0.5005 -2.4422
N 1.0852 2.9393 -1.2647
C -2.4520 0.9703 0.3043
C -1.3921 1.7997 -0.4725
C -2.6664 -2.7583 2.1715
C -3.7116 -3.4269 2.7946
C -4.7882 -2.4921 2.9388
C -4.3683 -1.2786 2.4058
C -1.0992 0.1342 4.0836
C -1.6542 0.6429 5.2406
C -2.7619 1.4759 4.8588
C -2.8475 1.4246 3.4740
C 2.4620 -0.5899 -2.4211
C 3.0249 -0.7826 -3.6876
C 2.4840 0.2276 -4.5276
C 1.5777 0.9660 -3.7452
C 1.8505 3.5885 -2.2257
C 2.2656 4.8481 -1.7703
C 1.6971 5.0169 -0.4889
C 1.0168 3.8347 -0.1938
H -3.1406 1.6601 0.8343
H -3.0528 0.3645 -0.4060
H -1.7813 2.1105 -1.4511
H -1.1447 2.6923 0.1029
H -1.6864 -3.0884 1.8699
H -3.7068 -4.4629 3.1192
H -5.7601 -2.6934 3.3914
H -4.8884 -0.3240 2.3536
H -0.2973 -0.5496 3.9045
H -1.3195 0.4248 6.2471
H -3.4197 2.0289 5.5221
H -3.5341 1.8843 2.7912
H 2.7128 -1.0715 -1.4980
H 3.7470 -1.5586 -3.9458
H 2.7191 0.4264 -5.5661
H 0.9695 1.8190 -4.0156
H 2.0603 3.1790 -3.2085
H 2.8849 5.5555 -2.3114
H 1.7281 5.9057 0.1513
H 0.4396 3.6185 0.6972
C 4.4373 1.8371 0.4129
C 3.6129 0.8420 1.2273
C 4.5319 -0.2856 1.6875
O 2.6866 0.2247 0.3012
B 1.4718 0.8624 0.4935
O 1.3437 1.5744 1.6648
C 2.6615 1.5099 2.3049
C 2.4870 0.6263 3.5382
C 2.9467 2.9563 2.6599
H 3.7974 2.5517 -0.1237
H 5.0353 1.2731 -0.3160
H 5.1591 2.3904 1.0323
H 5.1052 -0.6618 0.8293
H 5.2724 0.0704 2.4113
H 4.0008 -1.1383 2.1300
H 3.3804 0.6425 4.1746
H 1.6486 0.9921 4.1484
H 2.2767 -0.4166 3.2569
H 2.8760 3.5762 1.7598
H 2.1818 3.2950 3.3675
H 3.9138 3.1294 3.1387
*
```

Löwdin atomic charge list, values in e, 2 entries: number 1, Ir, carries 1.394; number 2, C, carries -0.295

- Among the records above, which one has the highest largest force on an atom?
  C7H13O4